Molecular formula: C4H4O2
Method: DFT, ωB97M-V/def2-TZVPD

The calculation puts the HOMO energy at -0.29297 hartree. The total energy comes out at -305.124577 a.u. The calculation puts the molar mass at 84.07 g/mol. The SMILES is O=C=C=C=CO.[H][H]. For the relative energy (zero: lowest compared OMol25 entry of this formula, charge and spin), the calculation gives 97.2 kcal per mole.

```
10
Properties=species:S:1:pos:R:3:forces:R:3:nbo_charge:R:1
O 0.267346 2.751006 -2.076091 -0.14 1.94 -2.10 -0.420
C 0.315712 1.993789 -1.235659 0.21 -2.56 2.91 0.720
C 0.347115 1.251259 -0.156117 0.29 0.57 -0.31 -0.443
C 0.416522 0.113065 0.425874 0.52 -0.34 0.08 0.162
C 0.370474 -1.102952 0.946113 1.06 1.56 -0.93 -0.027
O 1.492646 -1.862526 1.121018 0.21 -1.50 1.32 -0.681
H -0.597669 -1.486095 0.852493 -1.38 -1.23 0.47 0.198
H 1.401157 -2.603521 1.796195 -0.27 1.67 -1.27 0.492
H -1.894799 0.152280 -1.010630 -0.47 0.64 0.25 -0.004
H -2.118503 0.793696 -0.663197 -0.02 -0.75 -0.43 0.002
```
Forces are in eV/Å.